Record 1
43
Properties=species:S:1:pos:R:3 method="wB97M-V/def2-TZVPD" relative_energy_kcal_mol=43.1 total_charge=+2 lumo_ev="-6.46 / -6.55" orbital_gap_ev="7.50 / 7.59" homo_ev="-14.0 / -14.1"
Ir 0.357 -1.559 0.649
N -1.698 -0.820 0.622
C -2.137 -0.688 2.036
C -3.392 0.140 2.285
C -3.429 1.542 1.681
C -2.456 2.544 2.296
N -2.782 2.771 3.704
C -1.894 2.957 4.680
N -0.656 3.349 4.400
N -2.270 2.824 5.951
C -0.938 -0.230 2.844
O -1.048 0.261 3.935
O 0.247 -0.455 2.268
H -1.692 0.088 0.162
H -2.322 -1.419 0.091
H -2.344 -1.705 2.384
H -3.511 0.194 3.368
H -4.249 -0.420 1.907
H -4.444 1.932 1.798
H -3.270 1.528 0.600
H -2.521 3.484 1.744
H -1.428 2.187 2.236
H -3.739 2.623 3.983
H -0.363 3.516 3.454
H 0.048 3.393 5.117
H -3.150 2.397 6.183
H -1.607 2.929 6.700
C 1.541 -1.227 -0.947
H 1.835 -2.077 -1.562
H 2.429 -0.765 -0.496
H 0.983 -0.520 -1.564
S 0.320 -3.747 1.035
C 1.762 -4.593 0.545
N 1.824 -5.912 0.503
C 3.155 -6.395 0.102
C 3.934 -5.075 -0.105
N 2.915 -4.057 0.199
H 1.044 -6.510 0.718
H 3.082 -6.980 -0.813
H 3.586 -7.016 0.884
H 4.295 -4.961 -1.124
H 4.774 -4.980 0.580
H 3.078 -3.064 0.212

---

Record 2
41
Properties=species:S:1:pos:R:3 method="wB97M-V/def2-TZVPD" total_charge=+1 lumo_ev=-5.28 orbital_gap_ev=6.75 homo_ev=-12.0
C -2.966 -5.313 3.164
C -3.360 -4.366 4.142
S -2.129 -3.008 4.427
O -0.861 -3.651 5.327
P -1.469 -2.526 2.403
N -2.791 -2.222 1.532
H -3.620 -5.646 2.316
H -1.906 -5.685 3.241
H -4.340 -4.417 4.683
H -1.165 -3.875 6.233
H -0.693 -1.338 2.450
H -0.661 -3.572 1.847
H -3.636 -2.360 2.114
O -0.497 -1.692 0.020
C 0.611 -1.363 -0.358
O 1.494 -2.300 -0.719
C 2.759 -2.024 -1.343
C 3.819 -1.701 -0.310
C 1.035 0.077 -0.344
H 2.658 -1.245 -2.101
H 3.040 -2.935 -1.874
H 3.567 -0.804 0.258
H 4.787 -1.546 -0.789
H 3.909 -2.518 0.410
H 1.358 0.346 0.663
H 0.179 0.692 -0.625
H 1.824 0.311 -1.054
O 1.235 3.827 -0.216
C 0.552 4.235 -1.125
O 0.185 3.407 -2.121
C -0.759 3.741 -3.148
C -0.091 4.490 -4.283
C 0.175 5.689 -1.211
H -1.613 4.280 -2.734
H -1.146 2.792 -3.525
H 0.328 5.440 -3.946
H -0.805 4.693 -5.083
H 0.737 3.906 -4.689
H 1.003 6.247 -1.650
H -0.014 6.055 -0.202
H -0.733 5.877 -1.780

---

Record 3
52
Properties=species:S:1:pos:R:3 method="wB97M-V/def2-TZVPD" relative_energy_kcal_mol=1.7 total_charge=0 lumo_ev=-0.33 orbital_gap_ev=9.95 smiles="C[N+](=O)[O-].C[N+](=O)[O-].C[N+](=O)[O-].C[N+](=O)[O-].BrCCBr.BrCCBr.BrCCBr" homo_ev=-10.3
C 1.635 -1.924 -2.309
N 2.181 -3.234 -1.861
O 3.321 -3.494 -2.152
O 1.408 -3.972 -1.279
H 0.971 -2.142 -3.141
H 2.460 -1.296 -2.624
H 1.109 -1.456 -1.485
C -2.010 -3.624 -2.167
N -2.245 -4.935 -1.513
O -2.757 -4.942 -0.412
O -1.918 -5.921 -2.140
H -2.151 -2.850 -1.426
H -2.712 -3.570 -2.993
H -0.991 -3.664 -2.538
C -3.336 5.169 1.376
N -3.853 4.459 2.574
O -3.410 3.349 2.809
O -4.681 5.038 3.234
H -2.609 5.907 1.707
H -4.169 5.707 0.935
H -2.894 4.448 0.703
C 2.653 2.001 -2.785
N 3.751 2.982 -2.607
O 3.912 3.794 -3.493
O 4.392 2.913 -1.582
H 2.576 1.414 -1.875
H 2.947 1.361 -3.613
H 1.723 2.513 -3.002
Br 3.019 -1.192 0.875
C 4.176 0.246 1.585
C 5.461 0.393 0.843
Br 6.559 -1.224 0.923
H 4.262 0.018 2.640
H 3.544 1.122 1.451
H 6.070 1.146 1.338
H 5.330 0.633 -0.204
Br -2.264 -0.919 3.410
C -3.396 -2.152 2.414
C -4.388 -1.332 1.612
Br -5.311 -2.431 0.326
H -3.851 -2.811 3.146
H -2.746 -2.743 1.774
H -3.859 -0.558 1.068
H -5.123 -0.862 2.258
Br 0.832 2.265 2.599
C -0.548 1.724 1.359
C -0.133 0.425 0.713
Br -1.521 -0.119 -0.549
H -0.673 2.493 0.597
H -1.481 1.674 1.911
H -0.046 -0.391 1.421
H 0.783 0.562 0.151

---

Record 4
40
Properties=species:S:1:pos:R:3 method="wB97M-V/def2-TZVPD" total_charge=0 lumo_ev=0.67 orbital_gap_ev=10.32 smiles=COCCOC.COCCOC.ClCCCl homo_ev=-9.6
C 4.428 1.957 1.857
O 3.031 2.105 1.859
C 2.320 0.901 1.701
C 1.977 0.184 2.973
O 3.138 -0.110 3.712
C 2.842 -0.821 4.894
H 4.865 2.935 2.053
H 4.804 1.596 0.888
H 4.787 1.262 2.621
H 2.850 0.214 1.026
H 1.383 1.145 1.188
H 1.524 -0.782 2.663
H 1.212 0.676 3.588
H 2.354 -0.180 5.635
H 3.783 -1.198 5.287
H 2.187 -1.678 4.685
C 0.556 -2.324 -5.118
O -0.434 -1.460 -4.597
C -1.674 -1.657 -5.225
C -2.676 -0.678 -4.668
O -2.804 -0.850 -3.286
C -3.381 0.258 -2.642
H 0.266 -3.373 -5.015
H 1.470 -2.126 -4.562
H 0.747 -2.101 -6.177
H -2.035 -2.685 -5.090
H -1.570 -1.443 -6.301
H -3.643 -0.867 -5.165
H -2.389 0.348 -4.934
H -3.283 0.132 -1.567
H -4.454 0.351 -2.871
H -2.910 1.203 -2.937
Cl -3.502 0.678 4.664
C -2.750 1.655 3.365
C -1.892 0.799 2.470
Cl -2.845 -0.131 1.291
H -2.158 2.406 3.883
H -3.558 2.158 2.843
H -1.368 0.086 3.101
H -1.198 1.415 1.904

---

Record 5
51
Properties=species:S:1:pos:R:3 method="wB97M-V/def2-TZVPD" total_charge=-1 lumo_ev=0.03 orbital_gap_ev=3.42 homo_ev=-3.4
O 2.015 2.182 4.305
C 0.846 2.473 4.386
O 0.346 2.912 5.598
C -0.168 2.347 3.307
Si -0.552 0.534 2.995
C 0.995 -0.265 2.225
C 1.281 0.402 0.950
O 0.904 0.053 -0.139
F 2.070 1.510 1.041
H -0.075 3.768 5.464
H -1.076 2.928 3.473
H 0.268 2.723 2.382
H -1.638 0.352 2.021
H -0.927 -0.182 4.235
H 0.774 -1.317 2.097
H 1.830 -0.139 2.911
C 0.928 -3.603 6.300
S 1.597 -3.912 4.662
O 1.306 -2.707 3.846
C 0.393 -5.160 4.193
H 1.517 -2.810 6.755
H -0.112 -3.286 6.214
H 1.006 -4.509 6.900
H -0.610 -4.737 4.252
H 0.488 -6.020 4.855
H 0.608 -5.459 3.170
C 2.161 3.756 -2.299
Cl 3.806 3.469 -2.805
Cl 1.246 4.548 -3.674
Cl 1.348 2.262 -1.931
Cl 2.121 4.857 -0.911
Li 0.550 3.690 -5.746
O -0.150 0.462 -2.910
H 0.280 0.458 -2.049
O -2.350 3.675 1.823
H -1.651 3.716 1.164
Na -0.860 3.888 -1.470
C -2.705 -1.135 -4.135
C -2.199 -0.725 -5.508
C -1.347 -1.812 -6.144
O -1.441 0.477 -5.413
H -1.874 -1.309 -3.448
H -3.310 -0.340 -3.696
H -3.314 -2.044 -4.203
H -3.048 -0.498 -6.160
H -0.470 -2.012 -5.525
H -0.986 -1.498 -7.125
H -1.914 -2.740 -6.257
H -0.666 0.291 -4.851
O 1.644 0.399 -7.937
H 1.116 0.087 -7.190

---

Record 6
50
Properties=species:S:1:pos:R:3 method="wB97M-V/def2-TZVPD" relative_energy_kcal_mol=176.9 total_charge=-2 lumo_ev=4.12 orbital_gap_ev=2.98 homo_ev=1.1
Cu 0.848 -3.596 -0.053
Cu 0.718 -0.686 0.325
C -0.342 -2.789 -2.502
O -1.501 -3.279 -2.681
O -0.030 -2.103 -1.551
O 0.509 -2.672 -3.450
C 3.108 -1.605 -0.605
O 2.555 -0.574 -1.067
O 4.126 -2.055 -1.223
O 2.618 -2.171 0.363
C 0.683 2.595 2.040
C 1.614 3.106 0.907
O 1.433 4.431 0.497
O 0.345 1.210 1.787
H -0.238 3.177 2.012
H 1.039 2.685 3.066
H 1.689 2.374 0.102
H 2.638 3.033 1.273
H 1.766 4.953 1.230
H -0.427 0.923 2.280
C -3.400 0.577 1.175
C -2.632 0.884 -0.152
O -1.506 0.002 -0.171
O -4.325 -0.491 1.079
H -4.058 1.417 1.396
H -2.719 0.457 2.018
H -2.222 1.892 -0.090
H -3.237 0.880 -1.058
H -1.844 -0.802 -0.572
H -3.962 -1.065 0.401
C 0.438 2.507 -4.356
C -0.587 2.050 -3.248
O 0.132 1.490 -2.050
O 1.233 1.322 -4.783
H 0.929 3.440 -4.081
H -0.193 2.758 -5.209
H -1.218 1.245 -3.625
H -1.240 2.861 -2.923
H -0.501 1.234 -1.375
H 1.846 1.488 -5.503
C 1.347 -2.884 3.286
C 0.009 -3.601 3.391
O -0.522 -3.682 2.067
O 1.362 -1.522 2.734
H 1.777 -3.457 2.465
H 1.769 -2.791 4.287
H -0.658 -3.105 4.095
H 0.131 -4.585 3.843
H -1.424 -4.009 2.056
H 2.124 -1.466 2.152

---

Record 7
52
Properties=species:S:1:pos:R:3 method="wB97M-V/def2-TZVPD" s2=6.01 spin_multiplicity=5 total_charge=0 lumo_ev="-0.91 / -0.83" orbital_gap_ev="7.33 / 7.41" homo_ev="-8.2 / -8.2"
Hg 19.190 5.950 13.965
Fe 20.736 4.383 15.790
O 21.019 6.325 15.121
H 21.330 7.244 15.237
O 18.770 4.843 15.917
H 18.013 4.345 16.281
O 20.279 4.100 13.702
H 20.674 3.480 13.058
C 14.847 4.662 14.889
F 15.686 4.700 15.891
F 13.927 3.687 15.024
F 14.266 5.821 14.817
S 16.057 4.529 13.322
O 15.212 4.717 12.127
O 17.041 5.558 13.464
O 16.709 3.237 13.546
C 20.938 8.231 12.268
O 19.980 7.824 12.918
N 20.797 9.304 11.450
C 21.888 9.784 10.661
C 19.469 10.037 11.394
H 21.962 7.832 12.208
H 21.840 10.840 10.394
H 21.943 9.281 9.696
H 22.794 9.600 11.238
H 19.527 11.103 11.174
H 18.744 9.674 10.665
H 19.029 10.073 12.391
C 18.672 5.712 10.242
O 19.012 5.564 11.404
N 19.473 6.040 9.278
C 20.880 6.385 9.402
C 18.909 6.632 8.084
H 17.638 5.538 9.907
H 21.248 5.688 10.154
H 21.059 7.366 9.842
H 21.497 6.091 8.553
H 18.746 7.695 7.912
H 19.335 6.061 7.259
H 17.838 6.435 8.035
C 18.402 8.218 16.272
O 18.145 7.852 15.113
N 17.534 8.627 17.231
C 16.001 8.465 16.978
C 17.972 8.886 18.624
H 19.439 8.212 16.643
H 15.667 7.731 16.246
H 15.494 9.420 16.840
H 15.624 8.135 17.947
H 17.495 8.183 19.308
H 19.040 8.762 18.801
H 17.758 9.924 18.879

---

Record 8
44
Properties=species:S:1:pos:R:3 method="wB97M-V/def2-TZVPD" total_charge=+2 lumo_ev=-8.67 orbital_gap_ev=6.14 homo_ev=-14.8
C 0.000 -0.028 -7.868
C 0.006 0.677 -6.548
H 0.003 0.712 -8.687
H -0.890 -0.660 -7.930
H 0.881 -0.670 -7.932
O 0.018 1.881 -6.343
I -0.007 -0.740 -4.845
In 0.000 -0.103 -0.093
P 2.386 -0.148 -0.092
C 3.273 1.157 0.773
C 2.972 -1.695 0.628
H 4.063 -1.761 0.491
H 4.079 -0.294 -1.771
H 2.484 -2.539 0.124
H 2.501 -0.933 -2.349
H 3.010 1.166 1.837
H 2.733 -1.741 1.696
C 2.988 -0.135 -1.775
H 4.356 0.980 0.666
H 2.763 0.824 -2.255
H 3.024 2.135 0.346
P -2.385 -0.104 -0.090
C -3.249 1.217 0.774
C -2.992 -0.083 -1.770
H -2.532 -2.492 0.131
H -4.095 -1.684 0.501
H -2.762 -1.691 1.702
C -3.002 -1.636 0.634
H -2.519 -0.889 -2.345
H -4.085 -0.223 -1.766
H -4.337 1.064 0.668
H -2.982 2.192 0.348
H -2.752 0.873 -2.253
H -2.991 1.227 1.840
C 0.017 1.602 1.028
O 0.026 2.570 1.676
C -1.314 -0.073 3.812
S 0.161 -1.072 3.001
O 1.329 -0.263 3.138
O 0.248 -2.242 3.745
O -0.046 -1.540 1.426
H -1.153 -0.152 4.900
H -2.280 -0.529 3.571
H -1.283 0.977 3.516

---

Record 9
47
Properties=species:S:1:pos:R:3 method="wB97M-V/def2-TZVPD" total_charge=+1 lumo_ev=-5.90 orbital_gap_ev=4.98 homo_ev=-10.9
Mg -3.517 -0.252 -0.412
N -0.640 -1.711 0.747
O -1.745 -1.208 0.331
O 0.217 -1.016 1.293
O -0.423 -2.936 0.544
C 2.378 -3.009 2.481
C 3.728 -3.286 2.830
N 4.831 -3.526 3.054
H 1.883 -3.913 2.125
H 2.319 -2.144 1.821
H 1.790 -2.756 3.364
C -2.833 -4.281 -1.683
C -2.104 -4.860 -2.835
N -1.575 -5.310 -3.758
H -2.149 -3.862 -0.945
H -3.439 -5.050 -1.204
H -3.471 -3.425 -1.904
C 2.399 1.400 3.527
S 3.502 2.348 2.458
O 2.727 3.303 1.594
C 4.327 3.457 3.663
H 1.724 0.702 3.032
H 1.777 2.089 4.099
H 3.033 0.861 4.231
H 3.744 3.853 4.494
H 4.851 4.305 3.224
H 5.122 2.815 4.041
C -0.428 2.652 0.402
S -1.566 2.385 -1.030
O -2.549 1.421 -0.356
C -2.304 4.105 -1.047
H -1.129 2.702 1.235
H 0.159 3.570 0.383
H 0.229 1.788 0.490
H -3.063 4.007 -1.824
H -1.602 4.891 -1.325
H -2.769 4.307 -0.082
C -0.127 -1.034 -3.104
S -1.936 -1.197 -3.514
O -2.593 -0.987 -2.178
C -2.274 0.296 -4.591
H 0.067 -0.327 -2.298
H 0.384 -0.813 -4.041
H 0.159 -2.045 -2.816
H -2.293 1.219 -4.011
H -3.244 0.168 -5.073
H -1.577 0.301 -5.430

---

Record 10
39
Properties=species:S:1:pos:R:3 method="wB97M-V/def2-TZVPD" s2=0.76 spin_multiplicity=2 total_charge=+4 lumo_ev="-18.00 / -17.76" orbital_gap_ev="7.45 / 7.87" homo_ev="-25.5 / -25.6"
Re -0.257 -0.121 -0.310
C 1.514 2.109 -0.840
C 2.470 1.009 -0.384
N 1.842 -0.383 -0.482
C 2.341 -1.332 0.592
C 1.976 -0.826 1.988
S 0.333 0.014 1.862
C 0.535 1.818 2.228
C -0.161 2.569 1.108
N 0.106 1.949 -0.253
H 1.910 3.086 -0.554
H 1.393 2.108 -1.925
H 3.370 1.035 -1.002
H 2.787 1.155 0.645
H 2.132 -0.780 -1.384
H 1.897 -2.310 0.391
H 3.427 -1.448 0.515
H 1.881 -1.646 2.703
H 2.660 -0.088 2.410
H 0.071 2.013 3.198
H 1.606 2.005 2.310
H -1.244 2.562 1.242
H 0.161 3.615 1.101
H -0.505 2.457 -0.903
C -0.890 -0.499 -2.895
C -2.234 -0.582 -2.194
O -1.925 -0.888 -0.731
C -2.983 -2.084 -0.034
C -2.613 -2.336 1.368
H -0.971 0.085 -3.819
H -0.458 -1.474 -3.121
H -0.098 0.112 -2.348
H -2.845 -1.404 -2.562
H -2.804 0.344 -2.182
H -2.791 -2.886 -0.742
H -3.909 -1.538 -0.198
H -1.605 -2.736 1.491
H -3.277 -3.168 1.663
H -2.840 -1.516 2.047

---

| no. | energy (Ha) | M (g mol⁻¹) |
| --- | --- | --- |
| 1 | -1375.87244 | 483.62 |
| 2 | -1564.89314 | 300.34 |
| 3 | -16660.07774 | 807.75 |
| 4 | -1616.66219 | 279.20 |
| 5 | -3795.28832 | 523.19 |
| 6 | -4729.51963 | 495.38 |
| 7 | -3351.63763 | 675.81 |
| 8 | -2339.71757 | 560.03 |
| 9 | -2405.36211 | 402.82 |
| 10 | -1054.79466 | 406.59 |